[1]
Molecular formula: C8H15NOS2
Method: DFT, ωB97M-V/def2-TZVPD

XYZ file:
```
27
Properties=species:S:1:pos:R:3:lowdin_charge:R:1
S -2.125 1.558 -0.839 0.845
S -2.848 -1.164 0.248 0.883
O -1.447 -0.625 -2.043 -0.238
N -0.052 -0.654 -2.065 0.068
C 1.572 0.115 -0.201 -0.604
C 1.584 1.649 -0.302 -0.053
C 0.310 -0.347 -0.879 -0.100
C -1.744 -2.549 0.274 -0.426
C -2.745 1.948 0.860 -0.396
C -1.751 -0.165 -0.683 -0.930
C 2.857 -0.487 -0.847 -0.035
C 1.373 -0.272 1.266 -0.068
H -1.308 -2.710 -0.759 0.054
H 2.623 -1.484 -1.224 0.079
H -3.733 1.612 1.043 0.003
H -0.983 -2.464 0.991 0.002
H 0.305 0.053 1.559 0.097
H 1.346 2.066 -1.215 0.046
H -2.766 3.080 0.744 0.045
H 0.694 1.886 0.438 0.102
H 1.971 0.503 1.871 0.103
H -1.964 1.710 1.635 0.050
H -2.292 -3.617 0.289 0.097
H 2.640 1.987 0.168 0.140
H 3.059 0.126 -1.697 0.065
H 3.771 -0.498 -0.189 0.102
H 1.653 -1.256 1.556 0.068
```

Computed properties:
E_LUMO   0.44 eV
Electronic energy   -1239.987834 hartree
HOMO level   -8.1 eV


[2]
Molecular formula: C10H16O
Method: DFT, ωB97M-V/def2-TZVPD

XYZ file:
```
27
Properties=species:S:1:pos:R:3:lowdin_charge:R:1
O 0.322 3.294 1.882 0.010
C 3.242 -1.238 -0.739 -0.126
C 1.863 -0.872 -1.322 -0.306
C -0.293 2.146 1.391 -0.324
C -2.872 -0.645 -0.445 -0.064
C -1.857 0.238 0.242 -0.301
C -1.924 0.427 1.601 -0.041
C -0.174 1.920 0.022 -0.022
C 0.830 -1.857 -0.826 -0.124
C -1.011 1.003 -0.583 -0.052
C -1.187 1.469 2.187 -0.009
H -3.358 -1.376 0.195 0.072
H -0.863 0.674 -1.604 0.115
H -3.713 -0.004 -0.743 0.086
H -0.213 -1.575 -1.020 0.036
H 0.746 -2.031 0.246 0.079
H -2.549 -0.237 2.182 0.111
H -2.543 -1.152 -1.354 0.070
H 1.966 -0.902 -2.410 0.103
H 3.158 -1.354 0.339 0.067
H 1.673 0.156 -1.024 0.073
H 0.926 -2.811 -1.352 0.077
H 0.612 2.430 -0.512 0.117
H 0.952 3.131 2.596 0.104
H 3.633 -2.163 -1.162 0.067
H -1.360 1.814 3.198 0.116
H 3.995 -0.485 -0.986 0.066
```

Computed properties:
E_LUMO   0.86 eV
Electronic energy   -465.852960 hartree
SMILES   Cc1ccc(O)cc1.CCC
HOMO level   -8.7 eV


[3]
Molecular formula: C16H15ClN2O5S
Method: DFT, ωB97M-V/def2-TZVPD

XYZ file:
```
40
Properties=species:S:1:pos:R:3:lowdin_charge:R:1
Cl -1.296 -2.756 0.616 0.793
S -0.151 -1.920 -2.386 0.630
O 3.078 2.439 3.395 0.091
O -1.040 -3.021 -2.210 -0.315
O 2.972 1.211 0.034 0.013
O -0.261 2.988 0.594 -0.099
O 0.970 -2.054 -3.262 -0.277
N 1.871 0.749 2.526 0.176
N -1.042 -0.641 -2.962 -0.120
C 1.957 0.320 0.169 -0.197
C -2.897 0.531 1.323 -0.072
C -1.185 1.986 0.496 -0.272
C -2.295 -0.343 -2.307 -0.178
C -0.069 -1.581 0.430 -0.631
C 0.395 -0.904 1.553 -0.024
C -2.996 -0.078 0.088 -0.085
C 1.489 -0.367 -0.936 0.018
C -2.181 0.334 -0.961 -0.222
C -1.993 1.557 1.541 -0.027
C -1.288 1.372 -0.751 0.032
C 0.473 -1.300 -0.811 -0.281
C 2.691 1.831 2.427 -0.449
C -0.274 3.795 1.752 -0.081
C 1.390 0.050 1.425 -0.159
C 3.011 2.247 0.998 -0.056
H 0.415 4.615 1.554 0.097
H -1.271 4.203 1.940 0.100
H -3.528 0.203 2.135 0.110
H -0.027 -1.127 2.520 0.121
H 1.576 0.464 3.451 0.169
H -2.891 0.277 -2.985 0.135
H 4.019 2.665 0.963 0.146
H -2.795 -1.307 -2.193 0.116
H -0.464 0.153 -3.181 0.104
H -0.655 1.736 -1.546 0.129
H 1.925 -0.196 -1.907 0.131
H 0.070 3.247 2.635 0.089
H -1.930 2.010 2.517 0.106
H 2.294 3.034 0.720 0.129
H -3.703 -0.878 -0.065 0.110
```

Computed properties:
E_LUMO   0.33 eV
Electronic energy   -1962.798996 hartree
SMILES   COc1cccc(CNS(=O)(=O)c2cc3c(cc2Cl)NC(=O)CO3)c1
HOMO level   -8.8 eV


[4]
Molecular formula: C3H5BrN3O
Method: DFT, ωB97M-V/def2-TZVPD

XYZ file:
```
13
Properties=species:S:1:pos:R:3:lowdin_charge:R:1
Br -1.954 0.289 2.507 0.864
O -1.081 -1.368 0.289 -0.038
N 0.062 -1.380 -0.167 -0.021
N -1.077 1.307 0.062 0.046
N 2.004 -0.483 -0.920 0.180
C -2.056 1.026 0.785 -0.527
C 0.163 1.034 -0.106 -0.001
C 0.789 -0.241 -0.439 -0.226
H 2.201 -1.420 -0.810 0.083
H -3.060 1.454 0.545 0.112
H 0.738 1.903 -0.323 0.136
H 0.513 -2.302 -0.111 0.192
H 2.757 0.181 -1.313 0.200
```

Computed properties:
E_LUMO (alpha / beta)   -6.12 / -5.53 eV
Electronic energy   -2930.432615 hartree
SMILES   N/C(=C/N=C\Br)[NH+]=O
HOMO level (alpha / beta)   -13.7 / -12.9 eV
Charge   +1


[5]
Molecular formula: C13H3BaCl5NO4
Method: DFT, ωB97M-V/def2-TZVPD

XYZ file:
```
27
Properties=species:S:1:pos:R:3:lowdin_charge:R:1
Ba 0.056 -0.150 0.306 2.079
Cl -1.901 -0.603 3.446 0.613
Cl -2.898 1.756 -1.250 0.649
Cl -5.754 2.572 -0.257 0.633
Cl -6.675 1.785 2.615 0.639
Cl -4.750 0.192 4.482 0.633
O 0.178 0.663 -1.796 -0.429
O 1.205 1.035 -3.770 0.036
O 3.564 -2.310 1.901 0.032
O 1.573 -1.310 1.545 -0.407
N 2.198 -0.600 -0.833 -0.068
C -4.686 1.689 0.777 -0.718
C 3.546 -0.384 -2.762 0.004
C 2.364 -0.160 -2.074 -0.187
C 1.144 0.591 -2.629 -0.638
C 3.152 -1.270 -0.197 -0.186
C -3.410 1.318 0.348 -0.757
C 4.366 -1.538 -0.810 0.003
C -2.979 0.286 2.408 -0.763
C -2.521 0.610 1.144 -0.364
C -5.104 1.340 2.060 -0.722
C 4.554 -1.084 -2.110 -0.049
C -4.242 0.629 2.890 -0.722
C 2.752 -1.685 1.228 -0.642
H 3.651 -0.013 -3.772 0.115
H 5.491 -1.276 -2.619 0.103
H 5.127 -2.085 -0.273 0.114
```

Computed properties:
E_LUMO   2.31 eV
Electronic energy   -3179.559099 hartree
HOMO level   -5.5 eV
Charge   -1


[6]
Molecular formula: C11H15N
Method: DFT, ωB97M-V/def2-TZVPD

XYZ file:
```
27
Properties=species:S:1:pos:R:3:lowdin_charge:R:1
N 1.476 2.107 0.353 0.073
C 0.373 0.272 0.945 -0.163
C 2.621 -1.260 1.423 -0.097
C 1.662 0.813 0.766 -0.223
C 2.796 0.048 0.985 -0.033
C -0.600 1.277 0.635 -0.245
C -2.064 1.153 0.827 -0.056
C 0.211 -1.036 1.407 -0.032
C 1.345 -1.845 1.556 -0.082
C -1.030 -0.458 -2.710 -0.151
C -1.641 -1.404 -1.638 -0.140
C 0.117 2.335 0.132 -0.035
H -2.167 0.159 1.283 0.067
H -0.752 -1.480 1.615 0.104
H -2.621 -1.802 -1.873 0.060
H 1.210 -2.871 1.859 0.093
H -0.556 -1.033 -3.503 0.056
H 3.733 0.415 0.579 0.108
H -1.686 0.311 -3.108 0.056
H -1.592 -0.819 -0.724 0.013
H 2.213 2.721 0.076 0.142
H -2.466 1.898 1.514 0.080
H -2.777 1.067 0.003 0.078
H -0.269 0.136 -2.196 0.049
H 3.544 -1.777 1.639 0.093
H -0.947 -2.246 -1.613 0.066
H -0.136 3.317 -0.234 0.118
```

Computed properties:
E_LUMO   0.95 eV
Electronic energy   -482.888292 hartree
SMILES   Cc1c[nH]c2ccccc12.CC
HOMO level   -7.8 eV


[7]
Molecular formula: C4H5FN2OS
Method: DFT, ωB97M-V/def2-TZVPD

XYZ file:
```
14
Properties=species:S:1:pos:R:3:lowdin_charge:R:1
S -2.209 -1.661 -0.479 0.849
F 1.832 -3.174 0.373 0.071
O -2.428 -2.849 0.375 -0.570
N 2.686 0.022 -0.584 -0.046
N 1.347 0.195 -0.487 0.015
C 0.880 -0.972 -0.081 -0.006
C 3.074 -1.234 -0.254 -0.034
C -2.656 -0.268 0.600 -0.322
C 1.904 -1.911 -0.027 -0.326
H -2.240 0.601 0.325 -0.021
H -3.815 -0.095 0.466 0.090
H 3.313 0.815 -0.709 0.158
H -2.421 -0.550 1.589 0.026
H 4.102 -1.391 -0.058 0.116
```

Computed properties:
E_LUMO (alpha / beta)   -1.25 / -0.68 eV
Electronic energy   -838.042279 hartree
HOMO level (alpha / beta)   -8.7 / -9.5 eV